No. 1
{"formula": "C69H69CsFN10O4PSb", "method": "the ωB97M-V functional and the def2-TZVPD basis", "species": ["Cs", "C", "C", "C", "C", "C", "C", "N", "Sb", "C", "C", "C", "C", "C", "C", "N", "C", "C", "C", "C", "C", "C", "N", "H", "H", "H", "H", "H", "H", "H", "H", "H", "H", "H", "H", "H", "H", "H", "H", "H", "H", "C", "C", "N", "C", "C", "C", "O", "O", "C", "O", "C", "C", "C", "F", "C", "C", "C", "N", "C", "C", "N", "C", "C", "H", "H", "H", "H", "H", "H", "H", "H", "H", "H", "H", "H", "H", "H", "H", "H", "H", "H", "C", "C", "C", "C", "C", "O", "C", "N", "C", "C", "C", "C", "C", "C", "P", "C", "C", "C", "C", "C", "C", "C", "C", "C", "C", "C", "C", "H", "H", "H", "H", "H", "H", "H", "H", "H", "H", "H", "H", "H", "H", "H", "H", "H", "H", "H", "H", "H", "H", "H", "H", "C", "C", "N", "C", "C", "C", "C", "C", "C", "C", "C", "N", "C", "N", "H", "H", "H", "H", "H", "H", "H", "H", "H"], "coordinates": [[-0.0353, 0.3594, 0.0560], [-1.2478, 0.2748, 3.4469], [-2.6297, -0.1368, 3.0055], [-3.6679, -0.1633, 3.9442], [-4.9415, -0.4975, 3.5448], [-5.1593, -0.8013, 2.2050], [-4.0810, -0.7844, 1.3181], [-2.8242, -0.4555, 1.7135], [-4.6553, -1.3707, -0.6767], [-3.8171, 0.1409, -1.9863], [-4.8199, 0.7549, -2.7318], [-4.4757, 1.7579, -3.6329], [-3.1545, 2.1190, -3.7504], [-2.1956, 1.4676, -2.9704], [-0.7562, 1.9202, -3.0655], [-2.5138, 0.4862, -2.1135], [-3.4370, -3.1363, -0.8501], [-3.8666, -4.0532, -1.8111], [-3.2676, -5.3014, -1.8633], [-2.2864, -5.6047, -0.9407], [-1.9264, -4.6534, 0.0120], [-0.9127, -4.9689, 1.0682], [-2.4803, -3.4272, 0.0504], [-1.3100, 1.1492, 4.1005], [-0.6035, 0.5261, 2.6104], [-0.7712, -0.5258, 4.0190], [-3.4546, 0.0915, 4.9786], [-5.7600, -0.5179, 4.2569], [-6.1497, -1.0622, 1.8515], [-5.8529, 0.4484, -2.6137], [-5.2361, 2.2455, -4.2315], [-2.8451, 2.8985, -4.4403], [-0.4502, 2.0137, -4.1083], [-0.0811, 1.2306, -2.5741], [-0.6565, 2.9036, -2.5954], [-4.6681, -3.7931, -2.4956], [-3.5764, -6.0340, -2.5999], [-1.8077, -6.5779, -0.9340], [-0.6506, -6.0267, 1.0719], [-1.3097, -4.6996, 2.0472], [0.0025, -4.3966, 0.9037], [-1.0619, 7.9936, 3.1536], [-0.6352, 6.8039, 4.0022], [-0.8998, 5.5156, 3.3517], [0.1314, 4.8554, 2.7359], [0.0084, 3.7232, 2.0160], [1.2729, 2.9638, 1.6652], [2.2931, 3.6332, 1.4195], [1.1249, 1.7015, 1.7147], [-1.3246, 3.2252, 1.7236], [-1.5840, 2.3888, 0.8605], [-2.3981, 3.8134, 2.5580], [-3.6696, 3.2389, 2.5287], [-4.6791, 3.7953, 3.2574], [-5.8908, 3.1933, 3.2970], [-4.4962, 4.9656, 3.9960], [-3.2411, 5.5414, 4.0173], [-2.1703, 4.9609, 3.3278], [-5.5568, 5.5778, 4.7305], [-5.4383, 5.6036, 6.1770], [-6.1506, 6.8095, 6.7400], [-7.5977, 6.7543, 6.2809], [-7.7124, 6.6758, 4.7660], [-6.9362, 5.4654, 4.2920], [-0.8530, 8.9340, 3.6722], [-2.1326, 7.9553, 2.9288], [-0.5184, 7.9982, 2.2055], [-1.1262, 6.8175, 4.9743], [0.4321, 6.8361, 4.2046], [1.1211, 5.2768, 2.8835], [-3.8394, 2.3538, 1.9167], [-3.1176, 6.4841, 4.5374], [-4.3973, 5.6420, 6.4844], [-5.8737, 4.6942, 6.6276], [-5.7389, 7.7318, 6.3420], [-6.1532, 6.8368, 7.8253], [-8.1144, 7.5525, 6.6376], [-8.0327, 5.9246, 6.6813], [-7.2815, 7.5947, 4.3803], [-8.7707, 6.6270, 4.5233], [-7.0018, 5.4260, 3.2103], [-7.4192, 4.5561, 4.6773], [3.5247, 3.6271, -3.1844], [3.1940, 3.5875, -1.6912], [1.8548, 4.2681, -1.4025], [3.2646, 2.1543, -1.1015], [4.6758, 1.7532, -0.6564], [5.0608, 0.6906, -1.5765], [3.9437, 0.4150, -2.2987], [2.9041, 1.1135, -2.1054], [4.0995, -0.7015, -3.2770], [5.2606, -0.7117, -4.0550], [5.4142, -1.6452, -5.0630], [4.4133, -2.5879, -5.2846], [3.2855, -2.6040, -4.4766], [3.1134, -1.6715, -3.4535], [1.7225, -1.7778, -2.2149], [0.3079, -1.8562, -3.3965], [0.3253, -0.8565, -4.3828], [-0.7028, -0.7385, -5.3014], [-1.7793, -1.6222, -5.2608], [-1.8202, -2.5995, -4.2788], [-0.7901, -2.7119, -3.3415], [1.9779, -3.4604, -1.5345], [2.7324, -3.4843, -0.3626], [3.0964, -4.6852, 0.2353], [2.6898, -5.8851, -0.3325], [1.9127, -5.8773, -1.4886], [1.5585, -4.6737, -2.0835], [3.6095, 4.6640, -3.5262], [2.7425, 3.1356, -3.7677], [4.4701, 3.1233, -3.4166], [3.9705, 4.1601, -1.1780], [1.0569, 3.7943, -1.9830], [1.8853, 5.3236, -1.6898], [1.5840, 4.2058, -0.3409], [2.5706, 2.0861, -0.2623], [4.7095, 1.3579, 0.3553], [5.3984, 2.5576, -0.7558], [6.0258, 0.0357, -3.8725], [6.3082, -1.6377, -5.6762], [4.5198, -3.3184, -6.0788], [2.5214, -3.3534, -4.6486], [1.1660, -0.1671, -4.4283], [-0.6628, 0.0392, -6.0564], [-2.5823, -1.5415, -5.9858], [-2.6584, -3.2884, -4.2393], [-0.8609, -3.4664, -2.5635], [3.0334, -2.5473, 0.0896], [3.6858, -4.6742, 1.1471], [2.9649, -6.8276, 0.1280], [1.5914, -6.8131, -1.9362], [0.9669, -4.6903, -2.9929], [1.2944, -2.8727, 4.1913], [0.9255, -2.3387, 2.9651], [1.7484, -1.6011, 2.2151], [2.9663, -1.3462, 2.7063], [3.4503, -1.8769, 3.8915], [2.5794, -2.6474, 4.6494], [4.8467, -1.5837, 4.3112], [5.7768, -2.4309, 4.7342], [5.7306, -3.9210, 4.7595], [6.4957, -4.6151, 5.6806], [6.4387, -5.9958, 5.6537], [5.6914, -6.6700, 4.7771], [5.0077, -5.9069, 3.9203], [4.9872, -4.5741, 3.8588], [0.5907, -3.4677, 4.7639], [-0.0719, -2.5038, 2.5671], [3.6126, -0.7188, 2.0912], [2.9120, -3.0660, 5.5947], [5.1298, -0.5342, 4.2687], [6.7137, -2.0056, 5.0795], [7.1164, -4.0903, 6.4004], [7.0149, -6.5871, 6.3583], [4.4040, -6.4315, 3.1852]], "forces_ev_per_a": [[-0.493, -2.319, -1.887], [-0.222, -0.099, -0.001], [-0.019, -0.049, -0.403], [0.104, 0.072, 0.057], [-0.081, -0.006, -0.055], [0.266, 0.012, -0.051], [0.444, 0.205, 0.472], [-0.652, -0.006, 0.238], [0.144, 0.050, 0.059], [0.513, 0.216, -0.244], [0.174, -0.021, 0.031], [-0.121, -0.007, -0.013], [0.005, 0.013, -0.055], [0.137, -0.223, 0.228], [-0.391, 0.036, 0.067], [-0.488, 0.101, -0.041], [0.357, -0.295, 0.171], [0.080, 0.125, 0.073], [-0.051, 0.034, -0.110], [0.110, -0.034, 0.077], [-0.156, 0.314, -0.027], [0.116, 0.023, 0.013], [-0.328, -0.214, -0.394], [0.026, -0.025, -0.020], [-0.046, 0.014, 0.280], [-0.034, 0.054, -0.016], [-0.009, -0.033, -0.101], [0.044, -0.009, -0.043], [0.025, 0.015, 0.009], [0.036, 0.025, -0.021], [0.003, -0.016, 0.013], [-0.025, -0.081, 0.079], [0.001, 0.027, 0.041], [0.083, -0.049, -0.118], [-0.034, -0.112, -0.049], [0.051, -0.021, 0.045], [0.008, 0.027, 0.008], [-0.036, 0.080, 0.003], [-0.017, 0.023, -0.024], [0.022, 0.021, 0.013], [0.028, 0.029, -0.013], [-0.036, 0.028, -0.084], [-0.053, -0.162, -0.091], [-0.101, 0.075, 0.063], [-0.046, 0.173, 0.229], [-0.388, -0.037, 0.124], [0.310, -0.347, 0.286], [-0.329, -0.539, 0.678], [1.362, 2.075, 1.119], [0.186, -0.102, -0.028], [-0.483, 0.825, 0.456], [-0.041, -0.014, -0.281], [0.076, -0.175, -0.243], [0.010, -0.047, 0.154], [-0.144, -0.054, -0.042], [-0.200, -0.038, 0.066], [-0.080, 0.277, 0.066], [0.358, 0.191, -0.050], [0.106, 0.324, 0.068], [-0.124, -0.329, -0.124], [-0.393, 0.075, -0.216], [0.293, 0.004, -0.241], [0.136, 0.097, 0.374], [0.167, -0.145, 0.183], [-0.009, -0.127, -0.034], [0.126, 0.017, 0.007], [-0.058, 0.001, 0.085], [-0.032, -0.020, 0.077], [0.060, 0.030, -0.037], [-0.077, -0.011, -0.033], [0.071, 0.105, 0.139], [-0.029, -0.106, -0.008], [0.080, 0.003, -0.093], [0.052, -0.036, 0.030], [0.027, 0.097, -0.022], [0.012, -0.039, 0.088], [-0.063, 0.181, 0.023], [-0.063, -0.158, 0.056], [0.013, 0.092, -0.028], [-0.034, -0.059, -0.021], [0.094, -0.016, -0.115], [-0.036, -0.061, -0.031], [0.043, 0.022, -0.033], [-0.070, -0.030, 0.043], [-0.299, -0.094, -0.084], [-0.276, -0.078, -0.320], [0.056, -0.219, -0.344], [-0.111, 0.191, 0.146], [-0.023, -0.250, 0.072], [0.157, 0.224, 0.081], [0.076, 0.432, 0.213], [-0.071, 0.109, -0.020], [-0.050, -0.079, 0.020], [-0.040, 0.046, 0.063], [0.020, -0.051, -0.057], [-0.064, -0.102, 0.347], [-0.112, -0.090, -0.382], [0.224, 0.127, -0.169], [0.054, -0.143, 0.015], [-0.105, -0.087, 0.009], [0.029, 0.048, 0.058], [0.072, 0.003, 0.085], [-0.101, 0.060, 0.036], [-0.041, -0.150, -0.251], [0.027, -0.068, 0.065], [-0.048, -0.006, 0.010], [-0.097, -0.010, -0.019], [0.013, 0.023, 0.065], [0.048, -0.036, -0.100], [-0.020, -0.106, 0.047], [0.034, 0.021, 0.029], [-0.065, 0.041, 0.067], [-0.036, 0.021, 0.170], [0.100, 0.034, -0.061], [0.017, -0.056, -0.048], [0.276, 0.183, -0.595], [0.191, 0.027, -0.115], [-0.019, -0.059, 0.076], [0.100, 0.060, -0.003], [-0.091, -0.076, -0.015], [-0.069, -0.018, 0.035], [-0.017, 0.042, 0.056], [0.005, -0.020, 0.052], [-0.095, -0.077, 0.011], [-0.011, -0.042, 0.022], [0.064, -0.012, 0.049], [0.101, 0.071, 0.031], [-0.007, 0.046, -0.068], [0.008, -0.002, -0.005], [-0.023, 0.015, -0.055], [-0.001, 0.046, -0.034], [0.029, 0.081, 0.055], [0.069, 0.032, 0.047], [-0.049, -0.065, 0.012], [0.245, 0.081, -0.193], [-0.009, 0.161, 0.378], [-0.274, -0.077, -0.542], [0.431, -0.010, 0.123], [0.041, -0.159, 0.225], [-0.488, 0.200, -0.141], [0.184, -0.553, -0.003], [-0.217, 0.486, -0.170], [0.239, -0.056, 0.284], [-0.041, -0.152, -0.050], [-0.064, 0.420, -0.090], [0.137, 0.173, 0.133], [-0.057, -0.322, 0.053], [0.062, 0.067, -0.048], [0.047, -0.012, -0.036], [-0.151, -0.050, 0.071], [-0.027, 0.031, -0.087], [-0.076, -0.038, 0.049], [0.014, -0.059, -0.024], [-0.077, -0.091, -0.086], [-0.035, -0.003, -0.033], [0.023, 0.036, 0.040]], "lowdin_charge": [1.160, -0.037, -0.327, -0.043, -0.078, -0.152, -0.437, 0.075, 1.535, -0.432, -0.160, -0.069, -0.029, -0.323, -0.062, 0.067, -0.451, -0.164, -0.072, -0.034, -0.331, -0.029, 0.097, 0.090, -0.021, 0.078, 0.114, 0.106, 0.071, 0.066, 0.107, 0.119, 0.085, -0.013, 0.074, 0.087, 0.111, 0.113, 0.079, 0.079, 0.066, -0.063, -0.194, -0.037, 0.037, -0.028, -0.662, -0.016, -0.395, -0.320, -0.144, -0.037, 0.091, -0.196, 0.060, -0.154, 0.052, -0.124, -0.090, -0.144, -0.080, 0.065, -0.074, -0.152, 0.080, 0.069, 0.086, 0.109, 0.122, 0.148, 0.139, 0.112, 0.138, 0.142, 0.139, 0.138, 0.179, 0.177, 0.140, 0.139, 0.146, 0.133, -0.066, -0.358, -0.049, -0.254, -0.056, 0.001, -0.373, 0.154, -0.139, -0.016, -0.068, -0.068, -0.072, -0.287, 1.071, -0.358, -0.122, -0.087, -0.083, -0.081, -0.087, -0.361, -0.113, -0.073, -0.087, -0.085, -0.098, 0.079, 0.073, 0.080, 0.130, 0.055, 0.084, 0.051, 0.086, 0.122, 0.124, 0.120, 0.106, 0.105, 0.108, 0.106, 0.108, 0.103, 0.092, 0.084, 0.078, 0.091, 0.101, 0.104, 0.096, -0.048, -0.164, 0.065, -0.085, -0.204, -0.025, -0.035, -0.032, -0.275, -0.016, -0.126, 0.080, -0.192, 0.139, 0.108, 0.097, 0.123, 0.122, 0.117, 0.108, 0.114, 0.110, 0.104], "homo_ev": -8.8, "total_energy_ha": -4220.66408, "e_lumo_ha": -0.11588, "orbital_gap_ev": 5.684, "de_lowest_kj_mol": 94.6, "charge": 1}

=====

No. 2
{"formula": "C23H32BF2NO13", "method": "the ωB97M-V functional and the def2-TZVPD basis", "species": ["C", "O", "C", "C", "C", "C", "C", "C", "C", "C", "C", "O", "O", "C", "C", "O", "C", "N", "C", "C", "C", "F", "C", "C", "C", "O", "F", "H", "H", "H", "H", "H", "H", "H", "H", "H", "H", "H", "H", "H", "H", "H", "H", "H", "H", "H", "H", "H", "H", "H", "H", "H", "H", "H", "H", "H", "H", "H", "H", "B", "O", "C", "O", "C", "O", "O", "O", "C", "O", "C", "O", "O"], "coordinates": [[-2.6076, 6.9686, -2.6875], [-2.3175, 6.4175, -3.9642], [-2.4191, 5.0085, -4.0014], [-1.3629, 4.3081, -3.1421], [-0.7307, 3.0654, -3.8305], [-0.9905, 1.7352, -3.1029], [0.2426, 1.1576, -2.3913], [-0.0011, 0.5787, -0.9898], [1.4035, 0.5175, -0.3074], [1.7913, 1.8491, 0.3503], [3.2889, 1.9520, 0.5041], [3.8411, 2.0464, 1.5679], [4.0071, 1.9185, -0.6944], [4.6662, 0.7228, -0.9781], [4.4378, 0.2343, -2.3817], [5.3740, 0.1647, -0.1866], [1.5416, -0.6423, 0.6741], [0.2362, -0.7824, 1.3793], [-0.8108, -1.3314, 0.4588], [-2.1651, -0.9334, 1.0382], [-2.1709, -1.0389, 2.5599], [-3.1222, -1.8026, 0.5312], [-0.5440, -0.8606, -0.9914], [-1.7788, -1.0743, -1.8671], [-2.0871, -2.5469, -1.9632], [-1.2623, -3.4197, -2.0128], [-3.3896, -2.8242, -2.0414], [-3.1580, 7.8937, -2.8354], [-1.6874, 7.1622, -2.1381], [-3.2494, 6.2963, -2.1150], [-2.2901, 4.7372, -5.0467], [-3.4329, 4.7021, -3.7211], [-1.7728, 4.0039, -2.1802], [-0.5669, 5.0291, -2.9667], [0.3296, 3.2508, -3.9849], [-1.1799, 2.9889, -4.8189], [-1.8303, 1.8564, -2.4195], [-1.3274, 1.0192, -3.8513], [0.9517, 1.9781, -2.2633], [0.7522, 0.4023, -2.9906], [-0.6296, 1.2677, -0.4175], [2.1039, 0.3261, -1.1164], [1.4059, 2.7069, -0.1957], [1.4347, 1.8727, 1.3795], [4.2407, -0.8321, -2.3588], [3.6027, 0.7519, -2.8470], [5.3130, 0.4417, -2.9912], [1.7505, -1.5827, 0.1729], [2.3346, -0.4959, 1.4048], [0.3682, -1.3974, 2.2127], [-0.0161, 0.1541, 1.6890], [-0.7030, -2.4142, 0.4869], [-2.4523, 0.0786, 0.7342], [-1.4862, -1.8417, 2.8100], [-1.8564, -0.1132, 3.0353], [-3.1639, -1.3229, 2.8898], [0.2494, -1.4616, -1.4346], [-1.5724, -0.7686, -2.8895], [-2.6502, -0.5260, -1.5245], [0.5456, -5.2125, 5.3011], [1.0753, -3.8064, 5.3014], [0.6644, -3.2006, 4.2349], [0.9254, -2.0615, 3.9013], [-0.2022, -4.1612, 3.4161], [-0.7258, -3.8737, 2.3655], [-0.2472, -5.3037, 4.0342], [1.6312, -6.1822, 5.3217], [1.4899, -6.9653, 6.3983], [2.2108, -7.8598, 6.7098], [0.2355, -6.4972, 7.1507], [-0.2014, -6.9597, 8.1568], [-0.2834, -5.4678, 6.4702]], "forces_ev_per_a": [[-0.127, -0.171, -0.343], [-0.204, -0.016, 0.133], [0.061, 0.172, -0.024], [0.483, -0.356, -0.320], [-0.771, 0.254, 0.131], [0.310, -0.205, -0.576], [-0.501, 0.495, 0.557], [0.876, -0.390, -0.038], [-0.030, 0.160, -0.222], [0.288, -0.449, 0.083], [1.250, 0.364, 1.498], [-0.605, -0.115, -1.185], [-0.908, -0.299, -0.144], [1.243, -0.619, 0.463], [-0.385, 0.571, -0.113], [-0.913, 0.477, -0.409], [0.037, 0.014, -0.104], [0.811, -0.301, -0.256], [-0.028, -0.048, -0.594], [-0.240, 0.077, 0.595], [0.164, -0.321, -0.494], [0.165, 0.048, -0.137], [-0.257, 0.722, 0.119], [-0.099, -0.353, 0.160], [1.127, -1.142, -0.057], [-1.121, 1.045, 0.126], [0.049, 0.085, -0.140], [0.109, 0.161, -0.015], [0.026, 0.033, 0.163], [-0.003, -0.052, 0.134], [0.092, 0.039, -0.097], [-0.070, -0.039, 0.100], [-0.022, 0.160, 0.163], [-0.039, 0.168, 0.158], [0.140, -0.203, -0.003], [0.122, -0.006, -0.169], [0.008, 0.013, 0.185], [-0.084, -0.074, -0.005], [0.138, 0.011, -0.049], [-0.011, -0.059, -0.138], [-0.258, -0.034, -0.019], [0.110, -0.060, -0.111], [-0.014, 0.051, -0.114], [-0.262, 0.265, 0.019], [0.181, -0.131, -0.007], [-0.067, 0.010, -0.009], [0.201, -0.147, 0.058], [-0.091, -0.112, 0.006], [-0.050, 0.124, 0.146], [-0.134, 0.065, 0.316], [-0.174, -0.083, 0.332], [-0.160, -0.091, 0.302], [-0.009, 0.001, -0.211], [-0.199, -0.097, 0.466], [-0.084, 0.080, 0.120], [-0.123, 0.177, 0.078], [-0.006, -0.254, 0.068], [0.066, 0.107, -0.065], [-0.089, 0.042, 0.001], [0.029, -0.442, 0.308], [-0.157, 0.080, -0.225], [0.320, 0.134, 0.245], [-0.130, 0.267, -0.448], [-0.180, -0.399, -0.315], [0.135, 0.161, -0.038], [0.079, 0.275, 0.075], [-0.209, 0.158, 0.047], [0.337, -0.122, -0.201], [-0.017, -0.007, 0.024], [-0.326, 0.121, 0.205], [0.018, -0.019, 0.001], [0.181, 0.027, -0.190]], "lowdin_charge": [-0.105, -0.190, -0.239, -0.165, -0.177, -0.189, -0.142, -0.225, -0.245, -0.033, -0.415, 0.182, 0.072, -0.477, 0.025, 0.161, -0.043, 0.113, -0.162, -0.311, 0.006, 0.021, -0.204, -0.043, -0.449, 0.166, 0.132, 0.087, 0.084, 0.086, 0.117, 0.123, 0.102, 0.112, 0.109, 0.100, 0.108, 0.100, 0.109, 0.133, 0.152, 0.119, 0.137, 0.133, 0.097, 0.074, 0.100, 0.151, 0.151, 0.126, 0.168, 0.155, 0.152, 0.047, 0.095, 0.106, 0.153, 0.123, 0.129, -0.850, 0.269, -0.381, 0.098, -0.388, 0.122, 0.265, 0.235, -0.376, 0.173, -0.376, 0.173, 0.235], "homo_ev": -9.4, "total_energy_ha": -2153.29403, "e_lumo_ha": -0.02434, "orbital_gap_ev": 8.700}